No. 1
C30H30ClN2O5PS2Sn | ωB97M-V with the def2-TZVPD basis set

As for the HOMO-LUMO gap: 7.25 eV. Its charge is +2. For the total energy, the calculation gives -3458.6856 a.u. Its energy above the lowest of the compared OMol25 structures with the same formula, charge and spin is 0.0 kJ/mol. Its spin multiplicity is 1.

Last column: Löwdin charge in e.
Positions of all 72 atoms, in Å:
C -3.681 3.275 3.270  -0.06
H -6.788 0.649 0.973  0.08
H 3.758 4.441 0.630  0.12
C 1.766 -2.430 -1.926  -0.07
C 3.368 3.455 0.831  -0.04
N -2.282 2.238 1.493  0.01
H -2.781 1.298 3.284  0.11
C -1.464 -1.707 3.519  -0.07
H -3.387 -4.059 2.035  0.12
C -2.557 2.305 2.919  -0.22
H -4.619 3.006 2.792  0.07
H 3.639 2.763 -1.182  0.12
C -2.981 1.576 0.580  -0.72
H -0.364 -0.195 2.496  0.10
H 1.897 -0.053 1.547  0.10
H 2.051 1.637 3.368  0.12
N -4.042 0.868 0.915  0.05
H -6.921 0.120 -0.697  0.09
H 3.636 -4.149 0.969  0.12
H -4.472 0.089 -0.960  0.07
C -4.909 0.101 0.043  -0.25
O -0.777 -0.885 0.085  -0.28
O 1.189 0.568 -1.947  -0.45
C 3.131 -2.286 0.064  -0.06
C -2.717 -3.220 2.145  -0.04
H 3.670 -1.698 0.791  0.11
O 0.532 -0.353 -4.127  -0.35
Cl -2.762 -3.714 4.797  0.71
H 6.774 0.453 -3.860  0.13
Sn -1.431 -0.417 -2.014  1.32
H 2.447 -5.507 -0.712  0.12
C 3.626 0.414 -2.668  -0.26
C -6.312 0.691 -0.002  -0.05
C 3.294 2.520 -0.185  -0.05
C 5.015 0.859 -5.012  -0.01
C -1.360 -1.467 1.098  -0.35
O 0.576 2.064 -3.834  -0.19
H -1.565 2.848 1.127  0.13
H 3.016 3.857 2.897  0.12
C 2.447 -1.667 -0.978  -0.27
H -3.426 4.284 2.961  0.09
H 3.093 1.235 -5.919  0.14
C -2.287 -2.837 3.391  -0.67
S -2.435 1.763 -1.068  0.61
H -3.830 3.278 4.346  0.09
C 2.934 3.126 2.109  -0.03
H -4.361 0.915 1.876  0.15
H 1.268 -1.954 -2.758  0.08
C 3.112 -3.667 0.160  -0.04
C 1.748 -3.807 -1.814  -0.03
C -2.310 -2.525 0.986  -0.14
H -1.178 -1.374 4.505  0.12
P 2.546 0.102 -1.259  1.03
O -2.859 -2.245 -1.317  -0.15
S 1.187 0.813 -3.639  0.64
C 5.698 0.530 -3.849  -0.01
H 5.531 0.036 -1.761  0.13
C 2.778 1.255 0.095  -0.27
C 2.398 1.874 2.374  -0.05
C 3.627 0.970 -5.019  0.00
H 1.213 -4.392 -2.545  0.12
C 2.955 0.749 -3.835  -0.24
C 5.009 0.296 -2.669  -0.02
H -4.938 -0.927 0.414  0.12
H -1.639 2.638 3.405  0.12
C -1.010 -1.055 2.402  -0.02
H 5.565 1.019 -5.926  0.13
H -6.278 1.724 -0.338  0.08
H -3.589 -3.745 -0.215  0.15
C 2.431 -4.429 -0.778  -0.03
C -2.930 -2.865 -0.247  -0.18
C 2.317 0.927 1.367  -0.07

Forces on the atoms, in the same order (eV/Å):
C 0.18 -0.10 0.00
H -0.08 0.03 0.13
H 0.07 0.04 -0.02
C -0.10 0.13 -0.11
C -0.01 -0.01 -0.10
N 0.16 0.11 -0.07
H 0.11 0.00 -0.01
C -0.08 -0.26 -0.14
H -0.12 -0.12 0.05
C -0.36 0.16 0.29
H -0.15 -0.03 -0.04
H 0.02 0.06 0.00
C 0.27 -0.07 -0.19
H 0.11 0.07 0.00
H -0.06 -0.05 0.11
H 0.00 -0.05 0.10
N 0.21 0.12 0.48
H -0.08 -0.04 -0.04
H 0.07 -0.06 0.07
H -0.05 0.00 0.27
C -0.41 -0.30 -0.54
O -0.14 0.49 -1.17
O -0.45 0.26 -1.04
C -0.06 0.10 0.07
C 0.08 0.13 0.10
H 0.08 0.03 0.12
O 0.51 -0.19 -0.56
Cl -0.06 -0.01 0.07
H 0.09 -0.01 -0.03
Sn -0.89 -1.17 2.00
H -0.05 -0.06 0.05
C 0.09 0.00 0.48
C 0.25 -0.09 -0.02
C 0.10 -0.04 -0.08
C -0.23 -0.06 0.03
C -0.09 -0.11 -0.02
O 0.18 0.71 -0.02
H -0.04 -0.18 -0.05
H -0.02 0.06 0.10
C 0.16 0.54 0.28
H 0.02 0.12 -0.05
H -0.02 0.01 -0.12
C -0.11 -0.02 -0.24
S -0.26 0.19 -0.18
H -0.08 0.01 0.10
C -0.03 -0.01 -0.09
H 0.18 0.05 -0.04
H -0.05 -0.09 -0.03
C 0.07 -0.04 0.06
C 0.01 0.05 -0.04
C 0.49 0.45 0.34
H 0.05 0.01 0.10
P 0.59 -0.05 0.26
O 0.29 0.45 -0.32
S 0.15 -0.45 0.25
C -0.03 -0.02 0.05
H 0.13 -0.04 0.08
C 0.13 -0.76 -0.36
C -0.01 -0.08 0.02
C 0.01 0.11 -0.19
H -0.03 -0.07 -0.09
C -0.35 0.02 0.42
C -0.24 0.06 -0.03
H 0.04 0.08 -0.04
H 0.01 -0.17 -0.05
C 0.02 0.08 -0.07
H 0.02 0.07 -0.09
H -0.04 0.11 -0.05
H -0.01 -0.01 -0.10
C 0.05 0.11 0.06
C -0.20 -0.13 -0.09
C -0.01 -0.07 0.00

=====

No. 2
C30H30ClO10 | ωB97M-V with the def2-TZVPD basis set

As for the HOMO-LUMO gap: 7.93 eV. Its charge is -1. For the total energy, the calculation gives -2373.5641 a.u. Its energy above the lowest of the compared OMol25 structures with the same formula, charge and spin is 102.0 kJ/mol. Its spin multiplicity is 1.

Last column: Löwdin charge in e.
Positions of all 71 atoms, in Å:
O 2.890 0.706 0.763  -0.07
C -1.921 -3.344 -2.848  0.02
C 3.216 1.959 0.404  -0.41
C 4.802 -2.326 -3.808  -0.31
C -0.305 -2.415 5.045  -0.01
H 1.831 0.546 0.976  0.02
H 0.591 -3.322 6.912  0.13
C 2.468 -1.750 4.521  0.04
C 5.088 -0.892 -3.664  0.03
H -6.478 4.707 1.935  0.12
H 1.774 2.790 1.714  0.05
H 1.564 -1.020 2.630  0.03
C 4.396 3.674 -0.891  0.02
H -0.488 -1.018 2.040  0.06
H 2.684 -2.485 7.506  0.12
H 6.071 -0.478 -3.876  0.10
H -7.955 3.842 -0.385  0.06
C 2.527 4.305 0.359  0.02
C 0.010 -1.704 3.846  -0.38
H 4.129 5.982 -1.680  0.08
H -1.234 -2.677 5.342  0.07
C 3.564 -2.761 -3.412  -0.01
H -2.274 2.003 0.763  0.05
O 3.399 5.800 -1.139  0.07
O -2.387 2.916 1.096  0.07
Cl -0.200 0.328 0.208  -0.02
H 5.303 3.925 -1.353  0.07
C -4.081 -2.706 -0.969  0.06
C -5.824 2.303 -0.336  0.06
H 3.522 -1.456 4.315  0.11
H -2.175 -2.090 0.073  0.06
H 0.028 -1.924 -0.768  0.10
C 4.304 2.155 -0.373  0.06
H -3.607 -3.978 -4.044  0.10
C 1.329 -1.395 3.525  0.04
H -6.177 1.529 -0.993  0.08
O 5.834 -3.177 -4.031  0.12
H 4.988 1.450 -0.707  0.07
C -4.493 4.001 1.485  0.01
H 4.016 1.049 -3.631  0.07
C 2.134 -2.330 5.741  -0.39
C 0.761 -2.731 5.907  -0.04
O -7.862 3.313 0.338  0.07
O 1.782 0.503 -2.935  0.03
H 5.590 -3.935 -3.862  -0.05
H -1.105 -3.521 -3.457  0.10
C -3.356 -3.563 -3.074  0.01
C 2.434 -1.790 -3.190  0.05
H 3.242 -3.749 -3.465  0.08
C 2.384 2.973 0.966  0.05
H -4.784 -2.336 -0.240  0.09
O 3.152 -2.546 6.622  0.00
O -0.939 -1.357 2.988  -0.03
C -3.627 3.083 0.838  -0.41
H -3.841 1.381 -0.560  0.03
C 2.749 -0.384 -3.271  -0.33
H 1.867 5.173 0.542  0.12
C -5.901 4.071 1.238  -0.02
C -6.546 3.220 0.375  -0.46
H -3.980 4.461 2.302  0.10
C -4.214 2.170 -0.100  0.09
C 4.025 0.057 -3.529  -0.02
C -2.553 -2.578 -0.768  0.02
C -1.606 -2.835 -1.673  -0.46
O -0.303 -2.822 -1.293  -0.04
O -5.697 -3.444 -2.617  0.03
H 1.129 0.078 -2.363  0.06
C 3.435 4.570 -0.657  -0.45
H -6.239 -2.792 -2.227  0.07
H 1.532 -2.281 -2.853  0.08
C -4.393 -3.113 -2.270  -0.35

Forces on the atoms, in the same order (eV/Å):
O -2.75 -2.16 1.14
C -5.23 -0.93 -1.31
C -1.66 -0.56 1.43
C 0.34 3.25 1.97
C 4.85 1.07 -0.39
H 3.28 1.04 -1.17
H -0.10 1.17 -2.05
C -2.70 1.18 -1.97
C -1.66 -0.17 -1.45
H 0.21 -0.33 -0.73
H -3.10 -0.94 3.29
H 0.95 1.60 -3.24
C 0.79 -5.86 1.25
H -1.68 -0.73 3.10
H 1.25 -0.29 -1.19
H 0.00 -0.44 0.05
H -1.67 2.32 -3.16
C -2.16 -2.63 1.70
C 1.49 -0.34 0.47
H 1.57 0.25 -1.22
H -2.98 -0.76 0.48
C -3.05 3.84 -0.50
H 1.59 0.39 0.34
O -1.51 2.01 0.10
O 3.08 -0.76 1.06
Cl 0.04 -0.58 0.19
H 1.01 0.35 -1.10
C 5.34 0.90 -1.12
C 5.94 -0.84 0.89
H -1.03 -0.26 0.02
H 0.05 0.46 1.84
H -1.76 -2.77 -1.65
C -1.12 7.07 -1.23
H -0.22 -0.06 0.07
C 2.16 -3.13 6.69
H -0.63 0.08 -0.13
O 4.25 11.74 -2.97
H 0.95 -1.22 -0.46
C -0.79 -0.89 -0.80
H 1.23 3.94 -0.12
C -1.46 0.40 -3.07
C 0.50 -0.53 2.18
O -2.51 -1.85 1.89
O -0.06 0.71 -0.34
H -3.73 -12.12 2.62
H 0.95 -0.88 -1.91
C 2.74 0.59 -1.86
C 4.44 -0.52 -0.49
H -0.08 -1.82 0.13
C 4.40 4.89 -6.34
H 0.01 -0.15 0.19
O -1.37 -0.15 2.41
O 0.09 1.01 -3.69
C -5.67 -1.49 -2.95
H 2.35 -3.31 -1.98
C -2.12 -3.76 1.32
H 0.18 -0.80 0.53
C 3.20 0.81 2.33
C 3.22 -0.90 0.24
H -0.29 0.95 0.47
C -7.82 5.74 2.52
C 0.81 -5.32 0.01
C -6.34 0.98 1.05
C 1.35 0.10 2.06
O 2.54 3.18 1.42
O 1.25 -0.50 -1.00
H -0.01 0.15 0.03
C -0.01 -1.46 1.80
H -1.16 1.00 0.67
H -0.40 0.64 -0.07
C 0.43 -1.57 1.71

=====

> What is the formula in the second record?

C30H30ClO10

=====

> Which of these has the lowest charge?

C30H30ClO10